Version w
Molecular formula: C3H11N3
Method: DFT, wB97M-V/def2-TZVPD

Geometry as ORCA input:
```
! RIJCOSX wB97M-V def2-TZVPD def2/J DEFGRID3
* xyz 2 1
C -0.5642 -1.2251 -2.4892
C 0.3654 -0.1988 -0.5268
C 1.0216 0.2907 1.8297
N -0.7847 -0.5010 -1.4064
N -0.8009 1.4395 0.7449
N -0.0161 0.2135 0.7922
H 0.4437 -1.7047 -2.6691
H -1.2948 -1.4361 -3.1974
H 0.8789 -1.1302 -0.6245
H 1.0362 0.5725 -1.0009
H 1.7056 -0.6055 1.8719
H 1.7542 1.1709 1.6827
H 0.4733 0.2346 2.8475
H -0.5899 -0.5975 1.2663
H -0.2393 2.2374 0.9867
H -1.6329 1.3796 1.3966
H -1.7558 -0.1399 -1.5042
*
```

Summary:
lowest unoccupied orbital energy	-9.82	eV
HOMO-LUMO gap	10.28	eV

---

Version x
Molecular formula: C3H11N3
Method: DFT, wB97M-V/def2-TZVPD

Geometry as ORCA input:
```
! RIJCOSX wB97M-V def2-TZVPD def2/J DEFGRID3
* xyz 2 1
C 0.8237 -0.5502 -2.2562
C 0.0018 -0.4312 2.6753
C -0.5573 -0.0148 1.4564
N 1.9969 -0.2997 -1.7415
N 0.1425 0.0624 -3.1653
N -1.7317 0.9267 1.4534
H -0.4821 -1.4319 2.9237
H 1.0256 -0.7143 2.5394
H -0.2240 0.1289 3.5700
H 0.4442 -1.4036 -1.7680
H 2.2837 -0.9157 -1.0604
H 2.6954 0.3896 -2.1629
H -0.7777 -0.2669 -3.4283
H 0.2830 1.0652 -3.3994
H -1.6444 1.8996 1.2105
H -1.9828 1.0864 2.4607
H -2.2968 0.4694 0.6928
*
```

Summary:
lowest unoccupied orbital energy	-8.95	eV
HOMO-LUMO gap	8.70	eV

---

Which of them is the most stable, and which is the least stable? version x and version w, in that order.

---

Version w
Molecular formula: C3H18O6
Method: DFT, wB97M-V/def2-TZVPD

Geometry as ORCA input:
```
! RIJCOSX wB97M-V def2-TZVPD def2/J DEFGRID3
* xyz 0 1
C -2.6853 -0.6432 -1.6120
O -3.2786 0.6493 -1.7794
H -2.9277 -1.3174 -2.4358
H -1.5994 -0.5372 -1.5928
H -3.0335 -1.1092 -0.6889
H -3.9391 0.5815 -2.4716
C -0.1561 3.2301 -1.1969
O 0.8204 3.7234 -2.1284
H -1.1216 3.6830 -1.4171
H -0.2157 2.1434 -1.2139
H 0.1350 3.5490 -0.1936
H 1.1014 3.0009 -2.6926
C 2.6298 0.7083 0.9197
O 2.3718 -0.6391 0.4974
H 3.3573 1.1884 0.2691
H 1.6732 1.2263 0.8679
H 2.9430 0.7572 1.9657
H 3.1128 -1.2062 0.7269
O -0.4617 -0.7547 1.1947
H 0.5031 -0.7547 1.1213
H -0.7606 -0.1787 0.4846
O -1.7701 -3.4905 0.8234
H -1.7213 -2.5915 1.1706
H -1.0527 -3.5226 0.1848
O 1.7595 -2.7842 3.2452
H 2.7003 -2.9627 3.1609
H 1.6159 -1.9487 2.7907
*
```

Summary:
lowest unoccupied orbital energy	0.13	eV
HOMO-LUMO gap	10.67	eV

---

Version x
Molecular formula: C3H18O6
Method: DFT, wB97M-V/def2-TZVPD

Geometry as ORCA input:
```
! RIJCOSX wB97M-V def2-TZVPD def2/J DEFGRID3
* xyz 0 1
O -7.6330 -20.7254 -8.1381
H -7.7478 -20.6794 -9.1431
H -7.3777 -19.8341 -7.7589
H -8.4133 -21.1323 -7.6817
C -8.0475 -22.4888 -10.8192
C -7.9889 -21.1982 -11.6336
C -9.1817 -21.1578 -12.6042
O -7.9685 -20.1233 -10.7516
H -8.0341 -23.3783 -11.4573
H -8.9154 -22.4260 -10.1578
H -7.1747 -22.6462 -10.1773
H -7.1075 -21.2485 -12.2923
H -10.1629 -21.1584 -12.1252
H -9.1536 -22.0120 -13.2893
H -9.1136 -20.2934 -13.2674
O -5.7005 -18.5573 -11.4580
H -5.0158 -18.8436 -10.8488
H -6.4912 -19.0890 -11.2112
O -10.0472 -21.3342 -7.3176
H -10.5231 -21.1882 -6.4937
H -10.6760 -21.7880 -7.8906
O -7.3306 -18.4202 -7.0864
H -6.8139 -17.8982 -6.4642
H -7.8030 -17.7707 -7.6245
O -7.1570 -23.8256 -7.3837
H -6.6864 -23.0926 -6.9756
H -6.5670 -24.1339 -8.0794
*
```

Summary:
lowest unoccupied orbital energy	-0.27	eV
HOMO-LUMO gap	7.15	eV

---

Which of them is the most stable, and which is the least stable? version x and version w, in that order.

---

Version w
Molecular formula: C20H25FN4O2S
Method: DFT, wB97M-V/def2-TZVPD

Geometry as ORCA input:
```
! RIJCOSX wB97M-V def2-TZVPD def2/J DEFGRID3
* xyz 0 1
C -4.0305 2.3460 -1.8561
C -3.8372 2.2661 -3.3654
H -4.8132 2.2703 -3.8506
H -3.2834 3.1419 -3.7142
C -3.0798 0.9983 -3.7809
C -1.7273 0.9857 -3.1712
N -1.2654 0.0663 -2.4123
N -0.0193 0.2508 -1.9942
C 0.5189 1.3356 -2.4359
N 1.7761 1.7922 -2.1777
C 2.8300 1.2032 -1.4995
O 3.8619 1.8191 -1.4004
C 2.5857 -0.1677 -0.9215
H 1.9948 -0.7568 -1.6253
C 3.8836 -0.8844 -0.5491
C 3.5555 -1.6385 0.7283
O 4.2112 -2.5102 1.2500
N 2.3782 -1.1623 1.1935
C 1.7815 -1.6060 2.4231
H 0.7058 -1.7438 2.2737
H 2.2366 -2.5707 2.6617
C 2.0289 -0.6268 3.5843
C 1.4838 -1.1961 4.8609
C 0.2132 -0.8549 5.3066
C -0.3056 -1.4049 6.4651
C 0.4650 -2.3083 7.1722
C 1.7312 -2.6727 6.7521
C 2.2322 -2.1115 5.5923
H 3.2189 -2.3853 5.2500
H 2.3046 -3.3811 7.3285
F -0.0330 -2.8491 8.3056
H -1.2893 -1.1431 6.8216
H -0.3785 -0.1461 4.7458
H 1.5494 0.3286 3.3640
H 3.1048 -0.4668 3.6734
C 1.8238 -0.0814 0.4186
H 2.0059 0.8845 0.9101
H 0.7484 -0.2126 0.2775
H 4.2428 -1.5617 -1.3211
H 4.6738 -0.1594 -0.3379
H 2.0013 2.7052 -2.5582
S -0.5585 2.2762 -3.4701
C -2.9374 0.8741 -5.3082
C -4.2536 0.5531 -6.0033
H -4.0832 0.4063 -7.0670
H -4.9713 1.3603 -5.8853
H -4.6862 -0.3581 -5.5969
H -2.5263 1.8062 -5.7040
H -2.2232 0.0754 -5.5236
H -3.6055 0.1179 -3.3974
H -4.5825 1.4807 -1.4970
H -4.5854 3.2433 -1.5933
H -3.0726 2.3733 -1.3409
*
```

Summary:
lowest unoccupied orbital energy	0.21	eV
HOMO-LUMO gap	9.07	eV

---

Version x
Molecular formula: C20H25FN4O2S
Method: DFT, wB97M-V/def2-TZVPD

Geometry as ORCA input:
```
! RIJCOSX wB97M-V def2-TZVPD def2/J DEFGRID3
* xyz 0 1
C -7.7076 0.1247 -2.4507
C -7.4319 1.2993 -1.5193
C -6.0887 1.1951 -0.7976
H -5.2932 1.1459 -1.5462
H -5.9337 2.0987 -0.2030
C -5.9547 -0.0238 0.1344
C -4.5670 -0.0486 0.6691
N -4.2369 0.1987 1.8831
N -2.9325 0.1426 2.1251
C -2.2409 -0.1533 1.0764
N -0.8740 -0.2675 1.0939
C -0.1421 -0.5932 -0.0140
O -0.6594 -0.7881 -1.0890
C 1.3428 -0.7222 0.2626
H 1.6747 0.1152 0.8826
C 2.1724 -0.7888 -1.0265
N 3.2217 -1.7339 -0.7263
C 3.0169 -2.4594 0.3897
O 3.7679 -3.2914 0.8435
C 1.6598 -2.0533 0.9609
H 0.9380 -2.8279 0.6910
H 1.6986 -1.9856 2.0464
C 4.4290 -1.8229 -1.5098
H 4.2377 -1.3602 -2.4795
H 4.6714 -2.8796 -1.6542
C 5.6117 -1.1335 -0.8020
C 5.2429 0.2676 -0.4132
C 4.7348 0.5277 0.8547
C 4.3166 1.7988 1.2058
C 4.4154 2.8120 0.2699
C 4.9242 2.5876 -0.9963
C 5.3344 1.3093 -1.3295
H 5.7326 1.1195 -2.3155
H 4.9932 3.4030 -1.6988
F 4.0019 4.0537 0.6018
H 3.9251 2.0133 2.1881
H 4.6688 -0.2750 1.5742
H 5.8583 -1.7144 0.0869
H 6.4695 -1.1366 -1.4752
H 1.5464 -1.1494 -1.8537
H 2.5893 0.1839 -1.2982
H -0.4353 -0.1112 1.9905
S -3.1819 -0.4008 -0.3698
C -6.9591 0.0028 1.2831
H -7.9731 -0.0898 0.9053
H -6.7652 -0.8197 1.9659
H -6.8658 0.9313 1.8388
H -6.0976 -0.9332 -0.4589
H -8.2396 1.3885 -0.7918
H -7.4210 2.2204 -2.1070
H -7.8526 -0.7963 -1.8916
H -6.8787 -0.0169 -3.1411
H -8.6085 0.3095 -3.0312
*
```

Summary:
lowest unoccupied orbital energy	0.49	eV
HOMO-LUMO gap	9.63	eV

---

Which of them is the most stable, and which is the least stable? version x and version w, in that order.

---

Version w
Molecular formula: C7H14NOS
Method: DFT, wB97M-V/def2-TZVPD

Geometry as ORCA input:
```
! RIJCOSX wB97M-V def2-TZVPD def2/J DEFGRID3
* xyz 1 1
C 1.2212 -0.6920 0.2113
C 1.1568 0.2139 1.4234
C 0.9278 1.6771 0.9978
C -0.5334 2.0531 0.6540
C -1.1165 1.2107 -0.4283
C -1.1609 -0.2563 -0.2525
C 0.3863 -3.0153 -2.2278
N 0.2894 -0.8064 -0.5669
O 2.3698 -1.1585 -2.1870
S 0.9606 -1.2907 -2.3734
H 2.1145 -1.3510 0.1459
H 0.2688 -0.1102 1.9733
H 2.0991 0.2335 1.9796
H 1.4724 2.2724 1.7898
H 1.4581 1.9243 0.0575
H -1.0606 1.7841 1.6223
H -0.4440 3.1503 0.3394
H -2.1218 1.6185 -0.5373
H -0.6627 1.4173 -1.3347
H -1.4251 -0.5474 0.7702
H -1.8439 -0.8390 -1.0536
H 1.2023 -3.6434 -2.8451
H -0.6109 -3.0793 -2.6649
H 0.3759 -3.2751 -1.2175
*
```

Summary:
lowest unoccupied orbital energy	-4.55	eV
HOMO-LUMO gap	10.00	eV

---

Version x
Molecular formula: C7H14NOS
Method: DFT, wB97M-V/def2-TZVPD

Geometry as ORCA input:
```
! RIJCOSX wB97M-V def2-TZVPD def2/J DEFGRID3
* xyz 1 1
C -2.0077 -2.4208 1.4942
C -0.8206 -2.2605 0.9082
C -0.4240 -0.9991 0.0947
C -0.5882 -1.4540 -1.3462
C -1.2856 2.8077 -0.0454
C -1.2493 0.2699 0.1783
C -0.6336 1.4802 0.0398
N 1.4474 -0.8127 3.0702
O 0.9640 -0.5696 0.3407
S 1.1405 1.2009 0.0783
H -2.2214 -3.3931 1.9439
H -2.6430 -1.5468 1.4735
H -0.2610 -3.0619 0.7145
H 0.2915 -1.6515 -1.8785
H -1.1586 -0.7206 -1.9544
H -1.0889 -2.4075 -1.4505
H -2.3549 2.6691 0.2881
H -0.9943 3.4975 0.8387
H -1.0848 3.2554 -1.0245
H -2.2759 0.1038 0.2744
H 0.4993 -1.1449 3.2639
H 1.7563 -0.1829 3.8744
H 2.2006 -1.5653 2.8993
H 1.4244 -0.3619 2.0687
*
```

Summary:
lowest unoccupied orbital energy	-3.62	eV
HOMO-LUMO gap	8.15	eV

---

Version y
Molecular formula: C7H14NOS
Method: DFT, wB97M-V/def2-TZVPD

Geometry as ORCA input:
```
! RIJCOSX wB97M-V def2-TZVPD def2/J DEFGRID3
* xyz 1 1
C -2.9154 0.8246 0.0438
C -1.7999 1.1958 -0.6086
C 1.2152 0.5131 1.0251
C -0.0268 0.3177 1.9815
C -0.1030 -1.0004 -0.2933
C 2.2148 -1.4681 0.0534
C -1.0305 0.2389 -1.4288
N 1.2219 -0.3846 -0.1630
O 0.0857 0.7016 -2.0631
S -0.6454 -1.3116 1.4290
H -3.4451 1.6523 0.3538
H -3.1637 -0.2275 0.0268
H -1.5106 2.2163 -0.7496
H 1.3131 1.5026 0.7133
H 2.2218 0.4090 1.4843
H 0.3415 0.1692 3.0389
H -0.7766 1.0360 1.8934
H -0.0298 -1.8925 -0.8641
H 2.1878 -2.0365 0.9283
H 2.0919 -2.2259 -0.6237
H 3.3559 -1.3059 -0.0785
H -1.7094 -0.2929 -2.1602
H 1.2782 0.1271 -1.0986
H -0.3717 1.2415 -2.8402
*
```

Summary:
lowest unoccupied orbital energy	-2.69	eV
HOMO-LUMO gap	10.10	eV

---

Which of them is the most stable, and which is the least stable? version w and version y, in that order.

---

Version w
Molecular formula: CH4S
Method: DFT, wB97M-V/def2-TZVPD

Geometry as ORCA input:
```
! RIJCOSX wB97M-V def2-TZVPD def2/J DEFGRID3
* xyz 0 1
C -0.6912 -0.1625 0.0422
S 1.3416 0.0305 -0.3667
H -1.2578 0.6283 -0.5972
H -0.3810 -0.3838 1.0350
H -0.7660 -1.1030 -0.6039
H 1.7543 0.9905 0.4906
*
```

Summary:
lowest unoccupied orbital energy	0.77	eV
HOMO-LUMO gap	9.87	eV

---

Version x
Molecular formula: CH4S
Method: DFT, wB97M-V/def2-TZVPD

Geometry as ORCA input:
```
! RIJCOSX wB97M-V def2-TZVPD def2/J DEFGRID3
* xyz 0 1
C 0.6213 0.2288 -0.1075
S -1.6036 0.0044 -0.0995
H 0.8091 1.0067 0.5474
H 0.7233 0.6554 -1.1281
H 0.8666 -0.6933 0.2583
H -1.4167 -1.2019 0.5294
*
```

Summary:
lowest unoccupied orbital energy	0.37	eV
HOMO-LUMO gap	9.49	eV

---

Which of them is the most stable, and which is the least stable? version x and version w, in that order.